# 1
ORCA calculation (ωB97M-V/def2-TZVPD) on a molecular structure, C27H69InNO16S5 at a distorted geometry.

```
119
C27H69InNO16S5, DFT ωB97M-V/def2-TZVPD
C -2.02 0.43 3.43
C -2.21 -1.06 3.13
C -2.08 -1.36 1.63
C -1.74 -2.81 1.27
C -0.37 -3.34 1.71
C 0.87 -2.66 1.11
C 2.12 -2.84 1.99
C 2.31 -1.68 2.98
In 3.48 -0.01 2.11
C 3.64 1.71 3.51
C 4.98 1.67 4.27
N 4.80 1.27 5.69
O 2.72 0.59 0.24
C 1.43 1.10 0.24
C 0.71 0.82 -1.07
H -2.65 0.78 4.25
H -0.99 0.68 3.67
H -2.29 1.02 2.55
H -1.53 -1.67 3.72
H -3.23 -1.34 3.44
H -3.04 -1.14 1.16
H -1.37 -0.68 1.17
H -2.51 -3.45 1.71
H -1.82 -2.92 0.19
H -0.32 -4.38 1.38
H -0.30 -3.37 2.80
H 0.72 -1.59 0.95
H 1.05 -3.11 0.13
H 3.01 -2.90 1.35
H 2.02 -3.81 2.49
H 1.34 -1.36 3.38
H 2.91 -2.00 3.84
H 5.13 -0.59 1.77
H 2.84 1.62 4.25
H 3.52 2.67 3.01
H 5.47 2.65 4.21
H 5.67 0.96 3.82
H 4.81 2.08 6.29
H 5.59 0.70 5.98
H 1.44 2.20 0.40
H 0.83 0.69 1.06
H 0.55 -0.25 -1.20
H -0.27 1.32 -1.09
H 1.31 1.19 -1.91
O 0.12 -4.81 -2.76
S -0.60 -3.63 -3.11
O -1.87 -3.38 -2.50
O -0.79 -3.63 -4.70
C -1.35 -4.83 -5.29
C -2.84 -4.96 -5.07
C 0.41 -2.20 -2.97
H -0.81 -5.69 -4.90
H -1.12 -4.73 -6.35
H -3.08 -5.10 -4.02
H -3.21 -5.82 -5.63
H -3.36 -4.06 -5.42
H 1.36 -2.37 -3.46
H 0.55 -2.04 -1.90
H -0.12 -1.36 -3.41
O -5.25 0.74 4.41
S -6.52 0.53 3.78
O -7.04 1.53 2.90
O -7.59 0.22 4.92
C -7.62 1.15 6.04
C -8.29 2.46 5.70
C -6.55 -1.03 2.96
H -6.61 1.29 6.40
H -8.19 0.61 6.80
H -7.71 3.03 4.97
H -8.38 3.06 6.61
H -9.28 2.29 5.28
H -6.18 -1.79 3.64
H -5.90 -0.93 2.10
H -7.57 -1.24 2.65
O 6.13 3.62 -3.89
S 5.95 4.65 -2.92
O 6.97 4.86 -1.93
O 4.54 4.51 -2.25
C 4.16 3.21 -1.68
C 4.78 2.91 -0.34
C 5.65 6.19 -3.73
H 4.39 2.44 -2.42
H 3.08 3.29 -1.60
H 5.86 2.77 -0.40
H 4.30 1.98 0.00
H 4.56 3.70 0.38
H 4.87 6.04 -4.47
H 6.59 6.47 -4.21
H 5.36 6.92 -2.99
O -6.22 -0.85 -2.57
S -5.02 -0.43 -1.89
O -4.89 -0.72 -0.50
O -4.83 1.13 -2.15
C -5.91 1.98 -1.68
C -5.83 2.25 -0.19
C -3.61 -1.01 -2.75
H -6.85 1.49 -1.95
H -5.83 2.89 -2.26
H -5.90 1.34 0.39
H -6.64 2.91 0.10
H -4.88 2.73 0.06
H -3.72 -0.77 -3.81
H -3.57 -2.09 -2.59
H -2.73 -0.54 -2.32
O 3.43 -1.20 -3.37
S 4.71 -1.11 -2.74
O 4.81 -0.54 -1.44
O 5.70 -0.37 -3.74
C 5.28 0.93 -4.23
C 5.39 2.03 -3.19
C 5.49 -2.68 -2.75
H 4.26 0.84 -4.61
H 5.94 1.12 -5.07
H 4.70 1.87 -2.36
H 5.16 2.99 -3.65
H 6.40 2.07 -2.78
H 5.43 -3.10 -3.75
H 4.94 -3.29 -2.04
H 6.52 -2.56 -2.43
```

The net charge is -1. The value obtained for the molar mass is 939.0 g/mol. As for the total energy: -122705.179 eV. Its LUMO energy is 1.98 eV.

=====

# 2
ORCA calculation (ωB97M-V/def2-TZVPD) on a molecular structure, C45H53F3HfN3OP at a distorted geometry.

```
107
C45H53F3HfN3OP, DFT ωB97M-V/def2-TZVPD
Hf -0.12 0.57 0.80
C 1.64 -1.84 -3.78
C 1.88 -0.48 -3.16
C 2.13 0.58 -4.22
C 3.02 -0.45 -2.15
C 4.30 -0.75 -2.61
C 5.41 -0.64 -1.77
C 5.21 -0.28 -0.46
C 3.95 0.01 0.06
C 3.85 0.40 1.52
C 3.21 -0.63 2.45
C 3.17 1.72 1.76
C 2.84 -0.15 -0.78
N 1.50 -0.05 -0.31
C 0.77 -1.26 -0.33
C -0.63 -1.30 -0.55
N -1.39 -0.14 -0.62
C -2.79 -0.21 -0.95
C -3.07 -0.24 -2.33
C -4.35 -0.57 -2.71
C -5.31 -0.89 -1.74
C -5.04 -0.71 -0.41
C -3.76 -0.37 0.03
C -3.43 -0.23 1.50
C -3.88 1.10 2.06
C -3.96 -1.37 2.33
C -1.96 0.04 -3.30
C -1.73 1.55 -3.36
C -1.93 -0.58 -4.72
C -1.11 -2.68 -0.33
C -2.28 -3.35 -0.58
C -2.33 -4.74 -0.37
C -1.22 -5.45 0.06
C 0.01 -4.77 0.20
C 1.28 -5.38 0.47
C 2.43 -4.61 0.56
C 2.42 -3.22 0.33
C 1.19 -2.61 0.08
C 0.03 -3.41 0.05
H 0.71 -1.80 -4.37
H 1.50 -2.61 -3.04
H 2.46 -2.13 -4.45
H 0.93 -0.19 -2.66
H 3.06 0.45 -4.70
H 2.14 1.55 -3.78
H 1.46 0.56 -5.06
H 4.41 -0.99 -3.64
H 6.42 -0.85 -2.07
H 6.04 -0.20 0.23
H 4.88 0.55 1.85
H 2.14 -0.47 2.51
H 3.53 -0.50 3.51
H 3.43 -1.63 2.13
H 2.09 1.69 1.92
H 3.43 2.47 1.04
H 3.43 2.10 2.75
H -4.63 -0.68 -3.72
H -6.28 -1.23 -2.04
H -5.87 -0.91 0.31
H -2.33 -0.27 1.54
H -4.97 1.18 2.03
H -3.47 1.90 1.50
H -3.60 1.20 3.11
H -5.05 -1.39 2.34
H -3.63 -1.25 3.36
H -3.57 -2.30 1.96
H -1.07 -0.39 -2.84
H -2.64 2.09 -3.61
H -0.96 1.81 -4.04
H -1.37 2.01 -2.43
H -2.74 -0.26 -5.39
H -2.06 -1.65 -4.59
H -0.98 -0.33 -5.16
H -3.13 -2.83 -0.98
H -3.27 -5.20 -0.56
H -1.35 -6.51 0.30
H 1.35 -6.45 0.64
H 3.38 -5.05 0.84
H 3.40 -2.74 0.27
C -0.57 -0.87 5.01
P -0.31 0.79 4.44
C -1.51 1.85 5.11
C 1.29 1.36 4.96
O -0.35 0.84 2.87
H -0.61 -0.79 6.10
H 0.17 -1.57 4.70
H -1.51 -1.22 4.63
H -1.22 2.01 6.17
H -2.51 1.33 5.14
H -1.57 2.80 4.60
H 1.30 1.37 6.06
H 1.48 2.37 4.57
H 2.05 0.62 4.57
F 1.88 6.97 -1.41
C 0.78 6.74 -0.65
F -0.28 7.33 -1.22
F 1.01 7.28 0.55
C 0.54 5.28 -0.56
C 1.62 4.42 -0.67
C 1.35 3.09 -0.49
N 0.16 2.66 -0.14
C -0.89 3.47 -0.11
C -0.74 4.80 -0.36
H 2.56 4.88 -0.88
H 2.13 2.36 -0.55
H -1.85 3.03 0.14
H -1.58 5.47 -0.30
```

The net charge is +2. The value obtained for the molar mass is 918.4 g/mol. As for the total energy: -72782.439 eV. Its LUMO energy is -5.69 eV.

=====

# 3
ORCA calculation (ωB97M-V/def2-TZVPD) on a molecular structure, H10Li4O13S2 at a distorted geometry.

```
29
H10Li4O13S2, DFT ωB97M-V/def2-TZVPD
Li -26.28 19.03 -0.85
Li -24.16 14.60 0.55
Li -28.20 16.44 -1.77
Li -26.29 16.25 0.50
S -25.70 15.97 -2.15
O -26.81 15.13 -2.59
O -24.67 16.00 -3.13
O -26.34 17.25 -1.94
O -25.29 15.38 -0.88
S -29.00 16.04 1.25
O -28.38 15.08 2.18
O -29.13 17.35 1.82
O -28.13 16.14 0.10
O -30.28 15.52 0.82
O -26.71 12.45 -2.08
H -25.83 12.10 -2.23
H -26.62 13.39 -2.19
O -24.14 15.29 -5.43
H -23.43 15.92 -5.60
H -24.56 15.62 -4.64
O -22.37 14.80 -2.96
H -21.84 15.40 -3.47
H -23.28 15.06 -3.13
O -28.05 14.43 -4.74
H -28.87 14.26 -4.28
H -27.41 14.57 -4.04
O -24.45 18.43 -4.44
H -24.49 17.66 -3.88
H -23.84 18.20 -5.13
```

The net charge is -1. The expectation value of S² is 0.750. The value obtained for the molar mass is 310.0 g/mol. As for the total energy: -49276.293 eV. The spin multiplicity is 2. Its LUMO energy (spin up / spin down) is 0.65 / 1.42 eV.

=====

# 4
ORCA calculation (ωB97M-V/def2-TZVPD) on 2 unconnected molecules or ions with the total composition C3H5N3O at a distorted geometry.

```
12
C3H5N3O, DFT ωB97M-V/def2-TZVPD
C -1.07 -1.01 0.66
C -0.68 -1.09 -0.54
N -1.63 0.08 -0.16
H -1.30 -1.59 1.53
H -0.38 -1.45 -1.48
H -2.57 -0.05 -0.36
N 0.87 1.85 -0.27
N 1.64 0.86 0.31
C 1.95 -0.21 0.10
O 2.32 -1.28 0.19
H 0.88 2.52 0.53
H -0.04 1.37 -0.51
```

The net charge is 0. Its SMILES is C1=CN1.NN=C=O. The value obtained for the molar mass is 99.1 g/mol. As for the total energy: -9703.917 eV. Its LUMO energy is 0.90 eV. As for the energy above the lowest of the compared OMol25 structures with the same formula, charge and spin: 643.2 kJ/mol.

=====

# 5
ORCA calculation (ωB97M-V/def2-TZVPD) on 3 unconnected molecules or ions with the total composition C8H24N2O3 at a distorted geometry.

```
37
C8H24N2O3, DFT ωB97M-V/def2-TZVPD
C 3.36 0.83 -1.76
O 2.17 1.20 -1.01
C 2.37 2.30 -0.18
C 0.99 2.81 0.30
C -0.02 3.14 -0.78
N 1.08 3.99 1.17
H 3.48 1.54 -2.58
H 3.18 -0.18 -2.10
H 4.33 0.91 -1.26
H 2.94 1.97 0.69
H 2.81 3.21 -0.58
H 0.62 2.07 1.01
H -0.86 3.64 -0.31
H -0.35 2.24 -1.30
H 0.33 3.85 -1.52
H 0.15 4.35 1.32
H 1.51 4.64 0.52
C -0.95 -1.04 -1.71
O -0.98 -1.62 -0.46
C -2.18 -2.23 -0.03
C -2.05 -2.49 1.43
C -1.32 -3.74 1.69
N -3.43 -2.69 1.95
H -1.77 -0.34 -1.86
H -1.04 -1.84 -2.45
H 0.03 -0.58 -1.85
H -3.00 -1.54 -0.23
H -2.53 -3.14 -0.52
H -1.43 -1.75 1.94
H -1.30 -4.07 2.73
H -0.26 -3.65 1.48
H -1.69 -4.60 1.12
H -3.44 -2.88 2.94
H -4.00 -1.87 1.75
O 1.30 -0.97 0.44
H 0.50 -1.31 0.05
H 1.47 -0.15 -0.02
```

The net charge is 0. Its SMILES is COC[C@H](C)N.COC[C@H](C)N.O. The value obtained for the molar mass is 196.3 g/mol. As for the total energy: -17806.116 eV. Its LUMO energy is 0.82 eV. As for the energy above the lowest of the compared OMol25 structures with the same formula, charge and spin: 97.2 kJ/mol.

=====

# 6
ORCA calculation (ωB97M-V/def2-TZVPD) on 2 unconnected molecules or ions with the total composition C3H6Br3OP at a distorted geometry.

```
14
C3H6Br3OP, DFT ωB97M-V/def2-TZVPD
C -0.39 2.25 0.82
C -0.22 0.98 1.04
C 0.89 0.16 1.53
Br -1.80 -0.21 0.82
H 0.19 3.04 1.20
H -1.20 2.64 0.27
H 1.85 0.86 1.58
H 0.70 -0.21 2.54
H 0.87 -0.85 0.91
O -1.23 -2.06 -2.22
P 0.21 -1.67 -1.56
Br 0.73 0.13 -2.87
Br 1.42 -3.32 -2.47
H -2.03 -1.75 -1.60
```

The net charge is 0. Its SMILES is C=C(C)Br.OP(Br)Br. The value obtained for the molar mass is 328.8 g/mol. As for the total energy: -224672.321 eV. Its LUMO energy is 0.19 eV. As for the energy above the lowest of the compared OMol25 structures with the same formula, charge and spin: 136.0 kJ/mol.

=====

# 7
ORCA calculation (ωB97M-V/def2-TZVPD) on C5H8N2 in the gas phase at a distorted geometry.

```
15
C5H8N2, DFT ωB97M-V/def2-TZVPD
C 1.61 -0.34 -1.72
C 0.78 -0.01 -0.53
C 0.46 -1.13 0.20
N -0.61 -0.84 0.99
C -0.89 0.48 0.87
N -1.93 1.02 1.63
C -0.03 1.06 -0.05
H 1.02 -0.38 -2.64
H 2.48 0.29 -1.92
H 1.77 -1.39 -1.51
H 1.18 -1.89 0.47
H -0.98 -1.47 1.68
H -2.04 2.00 1.40
H -2.80 0.53 1.45
H -0.02 2.10 -0.33
```

The net charge is 0. Its SMILES is Cc1c[nH]c(N)c1. The value obtained for the molar mass is 96.1 g/mol. As for the total energy: -8294.012 eV. Its LUMO energy is 0.99 eV. As for the energy above the lowest of the compared OMol25 structures with the same formula, charge and spin: 95.0 kJ/mol.

=====

# 8
ORCA calculation (ωB97M-V/def2-TZVPD) on a molecular structure, C12H21HoN2O2P at a distorted geometry.

```
39
C12H21HoN2O2P, DFT ωB97M-V/def2-TZVPD
C -1.74 -0.28 -2.30
C -1.23 0.97 -1.61
N -0.38 0.83 -0.56
C 0.39 1.83 -0.08
C -0.03 3.12 -0.40
C -0.99 3.31 -1.40
C -1.57 2.24 -2.06
C 1.70 1.38 0.53
P 1.60 0.33 2.01
H -2.26 2.39 -2.88
H 0.38 4.01 0.07
H -1.29 4.33 -1.70
C -2.67 -1.32 -0.31
C -1.93 -2.69 -2.15
H 2.36 2.24 0.77
H -1.14 -0.50 -3.20
H -2.77 -0.08 -2.64
C 1.03 0.83 3.64
C 3.23 -0.40 2.14
H 1.10 -0.02 4.36
H 1.65 1.66 4.03
H -0.03 1.16 3.57
H 3.11 -1.49 2.32
H 3.79 -0.26 1.19
H 3.75 0.03 3.00
H -2.93 -2.66 -2.60
H -1.19 -2.83 -2.96
H -1.88 -3.55 -1.47
H -3.66 -1.13 -0.77
H -2.74 -2.25 0.28
H -2.48 -0.45 0.36
Ho 0.49 -1.26 -0.26
H 0.66 -0.73 1.84
O 2.35 -0.54 -0.96
H 2.21 0.75 -0.25
H 2.86 -0.38 -1.77
N -1.66 -1.45 -1.40
O 1.14 -3.98 2.21
C 0.81 -3.19 1.41
```

The net charge is +2. The expectation value of S² is 8.756. The value obtained for the molar mass is 421.2 g/mol. As for the total energy: -54931.178 eV. The spin multiplicity is 6. Its LUMO energy (spin up / spin down) is -6.74 / -6.67 eV. As for the energy above the lowest of the compared OMol25 structures with the same formula, charge and spin: 0.0 kJ/mol.

=====

# 9
ORCA calculation (ωB97M-V/def2-TZVPD) on 7 unconnected molecules or ions with the total composition C6H28N2O6 at a distorted geometry.

```
42
C6H28N2O6, DFT ωB97M-V/def2-TZVPD
N 2.17 -1.35 -0.38
C 1.08 -1.25 0.66
C 1.31 -2.38 1.69
C -0.20 -1.49 -0.21
N -1.18 -0.35 0.00
C -1.44 0.48 -1.31
C -2.88 1.03 -1.15
C -2.99 2.03 0.01
H 3.12 -1.30 0.00
H 2.08 -2.34 -0.67
H 1.14 -0.25 1.06
H 1.16 -3.33 1.15
H 0.37 -2.44 2.26
H 2.26 -2.24 2.18
H -0.70 -2.40 0.12
H -0.01 -1.59 -1.28
H -0.67 0.32 0.59
H -1.21 -0.16 -2.16
H -0.83 1.44 -1.07
H -3.30 1.47 -2.07
H -3.51 0.07 -0.96
H -2.75 1.58 0.98
H -2.36 2.93 -0.08
H -4.02 2.35 0.09
H 2.42 0.54 -2.98
H 3.97 0.96 -2.89
O 3.11 1.15 -3.28
H -0.48 1.15 3.68
H -1.97 1.20 4.09
O -1.36 1.43 3.38
H -2.69 0.00 1.93
H -3.45 -0.58 0.85
O -3.44 -0.60 1.81
H 0.26 -4.01 -2.14
H -0.18 -3.64 -0.73
O 0.28 -4.34 -1.21
H 3.14 2.34 0.33
H 2.56 2.36 1.90
O 3.11 2.72 1.20
H 1.13 3.14 -1.55
H 2.40 2.20 -1.78
O 1.55 2.31 -1.37
```

The net charge is -1. The expectation value of S² is 0.751. The value obtained for the molar mass is 224.3 g/mol. As for the total energy: -21938.922 eV. The spin multiplicity is 2. Its LUMO energy (spin up / spin down) is 2.71 / 2.61 eV. As for the energy above the lowest of the compared OMol25 structures with the same formula, charge and spin: 269.7 kJ/mol.

=====

# 10
ORCA calculation (ωB97M-V/def2-TZVPD) on a molecular structure, C2H4AlO2 at a distorted geometry.

```
9
C2H4AlO2, DFT ωB97M-V/def2-TZVPD
H 1.93 -0.58 -0.35
C 0.35 0.09 -1.47
C 1.18 0.05 0.29
O 0.40 1.05 0.61
O -0.78 -0.41 -1.00
H 0.96 -0.60 -2.07
H 1.39 -0.55 1.19
Al -1.20 0.53 0.36
H 0.44 1.12 -1.85
```

The net charge is +2. The expectation value of S² is 0.753. The value obtained for the molar mass is 87.0 g/mol. As for the total energy: -12804.912 eV. The spin multiplicity is 2. Its LUMO energy (spin up / spin down) is -13.77 / -13.44 eV. As for the energy above the lowest of the compared OMol25 structures with the same formula, charge and spin: 0.0 kJ/mol.

=====

# 11
ORCA calculation (ωB97M-V/def2-TZVPD) on 3 unconnected molecules or ions with the total composition C9H20BrO6S at a distorted geometry.

```
37
C9H20BrO6S, DFT ωB97M-V/def2-TZVPD
C 7.77 4.29 -0.74
S 6.05 3.77 -0.22
Br 4.55 5.32 -0.82
H 8.58 4.17 0.11
H 8.06 3.67 -1.71
H 7.70 5.43 -1.07
H 5.75 2.64 -1.00
C -0.36 -0.32 -1.89
C -0.92 1.00 -1.39
O -0.28 1.41 -0.18
C 0.98 1.90 -0.31
O 1.60 2.03 -1.36
O 1.45 2.20 0.93
C 2.81 2.63 0.94
H -0.43 -1.09 -1.10
H -0.91 -0.67 -2.77
H 0.69 -0.24 -2.15
H -1.98 0.88 -1.16
H -0.84 1.79 -2.15
H 2.97 3.47 0.25
H 3.46 1.79 0.68
H 3.06 2.96 1.95
C -4.86 -5.44 1.09
C -5.39 -4.25 0.31
O -5.09 -3.01 0.97
C -3.80 -2.59 0.87
O -2.90 -3.16 0.27
O -3.68 -1.44 1.58
C -2.34 -0.95 1.65
H -5.23 -5.42 2.12
H -5.16 -6.38 0.62
H -3.77 -5.42 1.14
H -6.48 -4.32 0.25
H -5.02 -4.23 -0.72
H -1.91 -0.83 0.65
H -1.74 -1.62 2.26
H -2.37 0.03 2.13
```

The net charge is +1. The value obtained for the molar mass is 336.2 g/mol. As for the total energy: -102811.290 eV. Its LUMO energy is -6.65 eV.

=====

# 12
ORCA calculation (ωB97M-V/def2-TZVPD) on 2 unconnected molecules or ions with the total composition C3H8OS at a distorted geometry.

```
13
C3H8OS, DFT ωB97M-V/def2-TZVPD
C -1.63 -0.47 -0.70
C -0.56 0.32 0.17
C 0.65 -0.49 0.50
H -1.52 -1.51 -0.22
H -1.22 -0.09 -1.83
H -2.76 -0.04 -0.58
H -0.81 0.69 1.37
H 1.66 1.22 -0.54
H 0.94 0.06 1.51
H 0.47 -1.56 0.76
H 3.07 0.66 0.56
O -0.05 1.39 -0.33
S 1.76 -0.17 -0.66
```

The net charge is 0. The value obtained for the molar mass is 92.2 g/mol. As for the total energy: -16115.367 eV. Its LUMO energy is -2.20 eV. As for the energy above the lowest of the compared OMol25 structures with the same formula, charge and spin: 759.4 kJ/mol.

=====

> net charge of number 5 (C8H24N2O3)?

0

=====

> Look up the total energy of the tenth one.

-12804.912 eV